[1]
The following is a quantum chemistry calculation of a structure of composition C41H38ClCuN4O2PS at a distorted geometry, from OMol25.

Geometry (Å):
Cu  3.459  -18.799  8.758
Cl  2.355  -20.031  12.009
C  2.480  -21.722  11.476
C  2.420  -22.705  12.477
C  2.554  -24.084  12.226
C  2.625  -24.443  10.878
C  2.634  -23.503  9.888
C  2.573  -22.141  10.077
P  2.671  -20.921  8.721
C  0.914  -20.872  8.144
C  0.283  -22.088  7.844
C  -1.087  -22.110  7.448
C  -1.752  -20.922  7.350
C  -1.121  -19.699  7.593
C  0.212  -19.665  7.973
C  3.637  -21.529  7.325
C  4.804  -22.227  7.511
C  5.565  -22.699  6.422
C  5.203  -22.358  5.115
C  3.972  -21.736  4.885
C  3.229  -21.318  6.002
H  2.273  -22.342  13.511
H  2.541  -24.886  12.983
H  2.662  -25.496  10.562
H  2.579  -23.908  8.839
H  0.869  -22.996  7.940
H  -1.607  -23.057  7.253
H  -2.799  -20.914  6.992
H  -1.690  -18.798  7.609
H  0.732  -18.702  8.020
H  5.240  -22.361  8.493
H  6.441  -23.294  6.596
H  5.854  -22.653  4.247
H  3.570  -21.581  3.888
H  2.218  -20.859  5.847
C  6.910  -15.052  14.506
C  6.696  -15.974  13.363
C  5.981  -17.155  13.507
C  5.814  -18.012  12.390
C  6.482  -17.725  11.196
C  7.323  -16.559  11.069
C  7.379  -15.707  12.161
S  6.315  -18.972  9.833
O  7.658  -19.245  9.400
O  5.527  -20.039  10.459
N  5.411  -18.369  8.647
C  5.770  -17.807  7.442
C  7.071  -17.790  6.911
C  7.284  -17.184  5.687
C  6.217  -16.929  4.832
C  4.934  -17.019  5.404
N  4.752  -17.300  6.699
H  6.290  -14.138  14.472
H  7.983  -14.725  14.485
H  6.710  -15.599  15.453
H  5.609  -17.523  14.447
H  5.246  -18.912  12.463
H  7.975  -16.463  10.216
H  7.957  -14.736  12.102
H  7.877  -18.276  7.492
H  8.324  -16.900  5.453
H  6.347  -16.591  3.822
H  4.074  -16.733  4.828
C  0.781  -17.961  4.418
C  1.107  -18.671  3.267
C  2.458  -19.017  2.984
C  2.756  -19.668  1.820
C  1.757  -20.248  1.052
C  0.442  -19.896  1.244
C  0.083  -19.050  2.308
H  -0.271  -17.731  4.679
H  1.556  -17.528  5.054
H  3.289  -18.782  3.646
H  3.787  -19.852  1.521
H  2.024  -20.970  0.262
H  -0.302  -20.271  0.491
H  -0.898  -18.666  2.371
C  1.627  -13.688  9.289
N  1.699  -15.139  9.318
C  0.863  -16.009  10.064
C  1.445  -17.229  9.925
N  2.589  -17.136  9.103
C  2.722  -15.871  8.753
H  2.284  -13.250  10.051
H  0.600  -13.447  9.538
H  1.756  -13.259  8.288
H  -0.033  -15.669  10.604
H  1.114  -18.159  10.331
H  3.503  -15.491  8.041

Results
Orbital gap (spin up / spin down) in eV: 7.67 / 6.75
Total energy in Eh: -4794.8022
Multiplicity: 2
Energy relative to the best compared isomer or geometry (same formula, charge and spin) in kcal per mole: 20.31
LUMO energy (spin up / spin down) in eV: 0.461 / -0.470

[2]
The following is a quantum chemistry calculation of a structure of composition C29H35N7P2Pb at a distorted geometry, from OMol25.

Geometry (Å):
Pb  0.325  -2.237  2.910
C  3.122  1.688  -4.685
C  2.514  2.439  -3.762
C  1.212  3.170  -3.890
C  0.231  2.650  -4.963
C  -0.152  1.202  -4.817
C  0.485  0.138  -5.309
C  1.722  0.127  -6.168
C  2.640  1.363  -6.072
C  -1.407  -3.543  3.525
H  4.125  1.289  -4.482
H  3.034  2.645  -2.819
H  1.401  4.236  -4.105
H  0.712  3.145  -2.909
H  -0.695  3.237  -4.854
H  0.625  2.872  -5.959
H  -1.108  1.067  -4.292
H  0.050  -0.860  -5.175
H  1.445  0.004  -7.229
H  2.303  -0.770  -5.905
H  3.536  1.134  -6.671
H  2.157  2.219  -6.553
H  -1.081  -4.391  4.133
H  -1.874  -3.870  2.587
H  -2.081  -2.892  4.097
P  -1.732  -1.073  1.144
P  0.749  0.603  2.040
N  -1.887  -2.289  -0.127
N  -3.422  -0.775  1.468
N  2.097  0.412  0.917
N  1.418  1.866  3.032
C  -1.291  0.388  0.146
C  -0.459  1.420  0.942
C  -1.057  -3.419  -0.184
C  -1.360  -4.127  -1.333
C  -2.398  -3.411  -2.023
C  -2.697  -2.282  -1.270
C  -4.208  -1.689  2.195
C  -5.398  -1.069  2.539
C  -5.366  0.268  2.004
C  -4.147  0.423  1.359
C  2.944  -0.705  0.974
C  3.759  -0.700  -0.145
C  3.428  0.463  -0.917
C  2.406  1.124  -0.245
C  2.203  2.992  2.742
C  2.341  3.740  3.906
C  1.610  3.059  4.948
C  1.063  1.914  4.395
H  -2.207  0.848  -0.247
H  -0.720  0.013  -0.718
H  0.044  2.110  0.254
H  -1.102  2.023  1.603
H  -0.338  -3.609  0.605
H  -0.894  -5.052  -1.644
H  -2.862  -3.706  -2.955
H  -3.400  -1.476  -1.439
H  -3.825  -2.680  2.395
H  -6.208  -1.517  3.097
H  -6.146  1.010  2.074
H  -3.741  1.274  0.836
H  2.879  -1.382  1.818
H  4.523  -1.429  -0.383
H  3.895  0.786  -1.840
H  1.883  2.039  -0.489
H  2.595  3.149  1.746
H  2.900  4.660  4.020
H  1.509  3.378  5.976
H  0.486  1.102  4.818
N  0.107  -1.562  5.240
C  -0.150  -2.112  6.264
N  -0.544  -2.566  7.389
C  -0.325  -3.739  7.928
N  -0.198  -4.756  8.510

Results
Orbital gap in eV: 7.43
Total energy in Eh: -2384.7690
Energy relative to the best compared isomer or geometry (same formula, charge and spin) in kcal per mole: 0.00
LUMO energy in eV: -0.710

[3]
The following is a quantum chemistry calculation of a structure of composition C37H48BiN6O8P2S, from OMol25.

Geometry (Å):
Bi  0.455  -0.935  -1.456
C  6.044  -0.838  -0.707
N  5.316  0.428  -0.544
C  6.123  1.522  -0.006
P  3.968  0.608  -1.442
O  3.041  -0.552  -1.348
O  3.388  2.002  -0.852
P  1.848  2.410  -0.545
O  0.934  1.509  -1.307
N  1.651  3.941  -1.042
C  2.400  5.042  -0.442
C  0.864  4.279  -2.226
N  1.847  2.475  1.092
C  2.770  1.638  1.873
C  0.485  2.620  1.656
N  4.346  0.910  -3.016
C  3.294  0.687  -4.018
C  5.153  2.101  -3.291
H  6.936  -0.701  -1.324
H  5.402  -1.582  -1.175
H  6.349  -1.209  0.271
H  7.028  1.675  -0.599
H  6.427  1.276  1.013
H  5.551  2.446  0.016
H  2.860  4.717  0.489
H  1.725  5.871  -0.225
H  3.180  5.401  -1.119
H  0.268  3.422  -2.527
H  1.506  4.579  -3.059
H  0.194  5.106  -1.991
H  3.800  1.866  1.608
H  2.605  0.572  1.730
H  2.620  1.870  2.927
H  -0.137  3.211  0.983
H  0.551  3.135  2.615
H  0.004  1.657  1.787
H  2.774  -0.244  -3.803
H  3.759  0.606  -5.000
H  2.567  1.508  -4.041
H  5.895  2.249  -2.508
H  4.533  3.002  -3.358
H  5.676  1.966  -4.237
O  0.545  -0.942  0.771
S  1.112  -2.124  1.628
C  0.974  -1.446  3.284
C  -0.184  -0.792  3.685
C  -0.297  -0.374  5.000
C  0.733  -0.626  5.903
C  1.885  -1.276  5.489
C  2.012  -1.688  4.167
C  -0.191  -3.329  1.814
C  0.200  -4.550  2.338
C  -0.734  -5.568  2.425
C  -2.031  -5.357  1.977
C  -2.404  -4.121  1.464
C  -1.480  -3.094  1.373
H  -0.987  -0.627  2.974
H  -1.196  0.136  5.323
H  0.627  -0.321  6.938
H  2.686  -1.465  6.192
H  2.911  -2.195  3.832
H  1.227  -4.706  2.656
H  -0.440  -6.532  2.821
H  -2.751  -6.165  2.017
H  -3.419  -3.966  1.117
H  -1.749  -2.127  0.956
O  -1.595  -2.204  -2.286
C  -2.292  -1.397  -1.645
N  -3.629  -1.303  -1.535
C  -4.006  -0.055  -0.847
C  -2.596  0.502  -0.471
O  -2.380  1.521  0.136
N  -1.672  -0.416  -0.913
C  -4.779  0.841  -1.807
C  -4.204  1.947  -2.417
C  -4.923  2.670  -3.363
C  -6.209  2.290  -3.707
C  -6.793  1.188  -3.092
C  -6.081  0.470  -2.143
C  -4.755  -0.304  0.460
C  -4.893  -1.584  0.985
C  -5.523  -1.773  2.211
C  -6.004  -0.683  2.919
C  -5.868  0.598  2.394
C  -5.249  0.789  1.169
H  -4.262  -1.792  -2.148
H  -3.202  2.257  -2.144
H  -4.472  3.536  -3.833
H  -6.763  2.854  -4.447
H  -7.802  0.890  -3.346
H  -6.539  -0.380  -1.644
H  -4.508  -2.432  0.432
H  -5.638  -2.775  2.609
H  -6.488  -0.830  3.877
H  -6.246  1.451  2.944
H  -5.140  1.785  0.758
C  1.924  -3.687  -2.891
C  1.294  -4.025  -1.555
O  1.171  -5.154  -1.153
O  0.869  -2.974  -0.842
H  2.456  -4.554  -3.273
H  2.608  -2.842  -2.781
H  1.138  -3.416  -3.605

Results
Orbital gap in eV: 8.74
Total energy in Eh: -3664.7736
Energy relative to the best compared isomer or geometry (same formula, charge and spin) in kcal per mole: 10.31
Total charge: +1
LUMO energy in eV: -2.272

[4]
The following is a quantum chemistry calculation of the molecule C4H7O2P at a distorted geometry, from OMol25.

Geometry (Å):
C  -2.152  -0.968  2.150
C  -2.250  -0.650  0.976
C  2.270  0.833  -0.404
C  -1.870  0.130  -0.195
O  1.360  -1.412  -1.526
O  -0.771  -0.303  -0.967
P  1.223  -0.417  -0.377
H  -2.180  -1.535  3.070
H  2.365  1.216  0.520
H  2.351  1.672  -1.218
H  -1.724  1.208  0.212
H  -2.753  0.220  -0.989
H  0.589  -1.636  -2.055
H  1.648  -1.115  0.738

Results
Orbital gap in eV: 9.23
Total energy in Eh: -648.2727
Energy relative to the best compared isomer or geometry (same formula, charge and spin) in kcal per mole: 119.18
SMILES: C#CCO[P@H](=C)O
LUMO energy in eV: 0.487

[5]
The following is a quantum chemistry calculation of a structure of composition C3FN3 at a distorted geometry, from OMol25.

Geometry (Å):
C  -0.011  -0.223  -0.332
C  -1.290  2.238  -0.158
C  -0.523  0.877  -0.172
N  0.558  -1.257  -0.049
N  -1.988  3.056  0.245
N  1.616  -1.535  0.438
F  1.638  -3.155  0.028

Results
Orbital gap in eV: 8.42
Total energy in Eh: -378.1912
Energy relative to the best compared isomer or geometry (same formula, charge and spin) in kcal per mole: 78.86
LUMO energy in eV: -2.520

[6]
The following is a quantum chemistry calculation of a cluster of 2 separate species, C8H14BF10NO4PS in total at a distorted geometry, from OMol25.

Geometry (Å):
C  3.789  -1.527  -0.777
N  3.161  -0.272  -0.172
C  2.007  -0.619  0.744
C  2.726  0.640  -1.321
O  2.609  0.105  -2.560
C  2.361  2.225  -1.118
B  0.745  2.579  -1.352
C  -0.199  1.922  -2.531
C  -0.658  0.392  -2.148
O  -2.054  0.312  -1.604
C  -2.035  -0.354  -0.282
C  -3.540  -0.077  0.390
F  -3.347  0.968  1.440
F  -4.111  -1.319  0.962
F  -4.397  0.515  -0.705
S  0.045  3.883  -0.135
O  0.430  3.390  1.296
O  0.908  5.184  -0.365
F  -1.634  4.172  -0.349
H  4.641  -1.257  -1.555
H  2.954  -2.206  -1.293
H  4.260  -2.205  0.079
H  1.194  -1.318  0.258
H  1.511  0.325  1.273
H  2.479  -1.250  1.641
H  2.975  2.845  -1.897
H  2.706  2.595  -0.039
H  -1.110  2.612  -2.860
H  0.484  1.841  -3.506
H  -0.502  -0.341  -3.073
H  0.024  -0.060  -1.281
H  -1.258  0.103  0.475
H  -1.787  -1.496  -0.371
F  -1.931  -2.051  4.281
P  -2.197  -3.187  3.248
F  -2.728  -3.458  1.809
F  -2.744  -4.589  3.652
F  -0.984  -3.950  3.861
F  -1.197  -2.474  2.289
F  -3.597  -2.599  3.596

Results
Orbital gap in eV: 7.31
Total energy in Eh: -2431.9010
Energy relative to the best compared isomer or geometry (same formula, charge and spin) in kcal per mole: 240.34
Total charge: -1
LUMO energy in eV: 0.217

[7]
The following is a quantum chemistry calculation of a cluster of 12 separate species, C36H81O39P3 in total at a distorted geometry, from OMol25.

Geometry (Å):
C  4.663  -2.842  -5.967
O  4.111  -1.474  -6.015
P  4.472  -0.422  -4.867
O  4.832  -0.995  -3.568
O  5.688  0.377  -5.500
C  5.688  0.870  -6.835
O  3.300  0.601  -4.896
C  2.056  0.382  -4.268
H  4.702  -3.280  -4.963
H  5.657  -2.859  -6.425
H  3.983  -3.517  -6.501
H  5.680  1.967  -6.870
H  4.825  0.538  -7.422
H  6.576  0.577  -7.403
H  1.893  1.024  -3.410
H  1.943  -0.645  -3.906
H  1.305  0.536  -5.035
C  2.271  -2.843  3.404
O  3.668  -2.551  3.147
P  4.141  -1.458  2.152
O  3.670  -0.110  2.520
O  5.711  -1.569  2.257
C  6.514  -0.422  2.111
O  3.720  -2.015  0.762
C  4.027  -1.310  -0.435
H  2.155  -2.882  4.481
H  2.018  -3.825  2.997
H  1.603  -2.095  2.985
H  7.480  -0.605  2.590
H  6.109  0.426  2.676
H  6.711  -0.092  1.090
H  3.161  -0.693  -0.683
H  4.197  -2.004  -1.248
H  4.885  -0.649  -0.325
C  -0.337  4.398  0.426
O  0.323  4.396  -0.848
P  1.881  4.463  -0.864
O  2.439  5.161  0.282
O  2.299  2.964  -1.101
C  1.800  1.965  -0.219
O  2.192  5.074  -2.266
C  3.535  5.402  -2.602
H  0.439  4.442  1.186
H  -0.890  3.464  0.541
H  -1.062  5.200  0.532
H  0.998  1.415  -0.725
H  1.419  2.363  0.730
H  2.568  1.245  0.071
H  3.790  6.452  -2.443
H  3.668  5.263  -3.680
H  4.227  4.739  -2.084
C  -4.735  2.936  5.089
O  -4.264  3.601  3.937
C  -3.944  2.911  2.859
O  -3.613  3.452  1.855
O  -4.027  1.595  3.079
C  -3.644  0.719  2.037
H  -5.391  3.646  5.604
H  -3.904  2.828  5.794
H  -5.294  2.039  4.864
H  -3.332  1.221  1.135
H  -4.470  0.051  1.837
H  -2.822  0.129  2.426
C  -3.305  -2.775  2.040
O  -3.251  -2.950  3.443
C  -4.239  -2.409  4.138
O  -5.173  -1.735  3.736
O  -4.072  -2.811  5.405
C  -5.012  -2.287  6.323
H  -3.131  -1.743  1.714
H  -4.225  -3.146  1.597
H  -2.435  -3.302  1.643
H  -6.005  -2.654  6.060
H  -4.990  -1.208  6.460
H  -4.759  -2.722  7.292
C  -4.905  -1.012  -2.975
O  -5.525  -1.489  -1.784
C  -5.900  -0.627  -0.918
O  -5.713  0.524  -0.948
O  -6.539  -1.276  0.007
C  -7.039  -0.466  1.096
H  -4.740  -1.812  -3.679
H  -3.989  -0.517  -2.678
H  -5.579  -0.306  -3.474
H  -7.424  -1.147  1.851
H  -7.837  0.176  0.732
H  -6.239  0.087  1.580
C  -0.480  -1.752  -1.869
O  0.235  -1.404  -0.714
C  -0.413  -0.856  0.314
O  -1.589  -0.617  0.372
O  0.464  -0.642  1.283
C  0.105  0.077  2.438
H  0.058  -1.493  -2.777
H  -1.452  -1.267  -1.945
H  -0.670  -2.829  -1.932
H  -0.644  0.850  2.251
H  0.970  0.616  2.800
H  -0.318  -0.552  3.224
C  2.739  -0.175  5.913
O  1.435  0.381  6.117
C  0.356  -0.331  5.839
O  0.359  -1.498  5.563
O  -0.718  0.444  5.873
C  -2.011  -0.131  5.550
H  2.913  -0.561  4.906
H  2.997  -0.919  6.670
H  3.471  0.630  5.998
H  -2.159  -1.038  6.134
H  -2.112  -0.291  4.477
H  -2.762  0.596  5.855
C  -2.763  1.628  -1.930
O  -2.450  2.746  -2.820
C  -1.306  2.691  -3.398
O  -0.492  1.852  -3.269
O  -1.212  3.742  -4.139
C  0.069  4.029  -4.710
H  -2.409  1.948  -0.948
H  -2.336  0.715  -2.313
H  -3.851  1.548  -1.883
H  -0.150  4.710  -5.525
H  0.608  3.126  -4.997
H  0.727  4.565  -4.020
C  2.179  -3.705  -3.171
O  3.264  -4.665  -3.055
C  3.364  -5.447  -1.999
O  4.285  -6.129  -1.789
O  2.287  -5.366  -1.222
C  2.451  -5.933  0.097
H  2.181  -3.146  -2.238
H  1.259  -4.244  -3.382
H  2.370  -3.068  -4.026
H  3.254  -5.435  0.643
H  2.615  -7.013  0.094
H  1.507  -5.768  0.621
C  -2.243  0.492  -5.767
O  -2.833  -0.779  -5.428
C  -2.176  -1.887  -5.542
O  -1.032  -1.980  -5.820
O  -3.013  -2.877  -5.275
C  -2.490  -4.190  -5.404
H  -1.223  0.540  -5.386
H  -2.862  1.276  -5.357
H  -2.210  0.583  -6.857
H  -3.210  -4.828  -5.911
H  -2.247  -4.585  -4.421
H  -1.597  -4.221  -6.030
C  2.979  2.805  3.898
O  2.015  3.463  4.638
C  0.794  3.466  4.186
O  0.391  2.889  3.242
O  0.053  4.086  5.046
C  -1.327  3.886  4.882
H  2.930  2.923  2.816
H  2.897  1.720  4.012
H  3.965  3.058  4.260
H  -1.583  2.928  5.340
H  -1.584  3.839  3.824
H  -1.858  4.703  5.348

Results
Orbital gap in eV: 10.57
Total energy in Eh: -5379.0382
Energy relative to the best compared isomer or geometry (same formula, charge and spin) in kcal per mole: 0.00
SMILES: COP(=O)(OC)OC.COP(=O)(OC)OC.COP(=O)(OC)OC.COC(=O)OC.COC(=O)OC.COC(=O)OC.COC(=O)OC.COC(=O)OC.COC(=O)OC.COC(=O)OC.COC(=O)OC.COC(=O)OC
LUMO energy in eV: 0.331